C6H10N2O3S in the gas phase in a non-equilibrium geometry. Source: the OMol25 dataset; level of theory: wB97M-V/def2-TZVPD.

Computed properties:
Orbital gap   0.3289 Eh
Energy relative to the best compared isomer or geometry (same formula, charge and spin)   3.094 eV

Element x y z (Å)
C -0.71 -1.56 -1.01
C 0.72 -0.15 0.75
C -1.07 -0.02 -2.57
C -0.27 0.65 -1.45
C 0.06 0.91 1.61
C 1.77 -0.98 0.91
N -1.24 -1.40 -2.14
N 0.00 -0.40 -0.50
O -1.49 -4.09 -0.35
O -0.07 -2.94 1.33
O 0.86 -3.57 -0.76
S -0.36 -3.19 -0.23
H -2.02 0.59 -2.66
H -0.68 -0.25 -3.65
H 0.67 1.15 -1.84
H -0.60 1.47 -0.76
H -0.61 1.62 1.05
H -0.45 0.19 2.33
H 0.90 1.41 2.11
H 0.50 -3.67 1.65
H 2.10 -1.50 0.08
H 2.20 -0.91 1.88